The following is a quantum chemistry calculation of C31H51BaBrN2OP2 as an isolated structure at a distorted geometry, from OMol25.

Its energy above the lowest of the compared OMol25 structures with the same formula, charge and spin is 0.0 kcal/mol. The LUMO energy comes out at -0.2335 hartree. The total energy is -4678.3944 hartree. The HOMO-LUMO gap comes out at 0.1822 hartree. The value obtained for the HOMO energy is -11.312 eV.

Geometry as ORCA input:
```
! wB97M-V def2-TZVPD RIJCOSX def2/J DEFGRID3
* xyz 2 1
N -6.80235 5.28745 -6.20825
C -6.65936 5.90744 -5.03863
C -5.78453 5.44626 -4.05047
C -5.01649 4.29351 -4.28992
C -5.14420 3.68272 -5.57269
C -6.05968 4.22004 -6.49288
C -4.08033 3.76289 -3.30878
Ba -0.23953 2.27680 -0.34837
P 5.90535 -0.75797 -1.07616
C -2.99472 3.04427 -3.72445
C -2.30083 2.08276 -2.92166
C -1.03674 1.60838 -3.31573
C -0.55899 0.42900 -2.76865
C -1.32849 -0.26222 -1.82244
C -2.42092 0.39790 -1.20542
C -2.89773 1.57964 -1.74923
Br 1.86332 0.10935 -0.61132
H -4.28646 3.98834 -2.26169
H -2.66568 3.15618 -4.76420
H -5.70295 5.96861 -3.09746
H -4.58967 2.78365 -5.86396
H -7.25406 6.79603 -4.83957
H -6.20250 3.75996 -7.47700
H -0.48373 2.18551 -4.08100
H -3.82593 2.00953 -1.39053
H 0.45127 0.07883 -3.00940
H -2.98378 -0.06644 -0.38314
P -1.24259 -2.03656 -1.57873
C 5.20271 0.90217 -0.72627
C 6.18245 1.96610 -1.20320
H 5.03659 0.96638 0.35965
H 4.22006 0.99152 -1.21301
H 5.85500 2.94918 -0.85652
H 7.18518 1.77344 -0.80389
H 6.23923 1.99080 -2.29653
C 5.04023 -1.17919 -2.65575
C 5.73019 -2.38114 -3.30665
H 5.08901 -0.28944 -3.30292
H 3.98470 -1.37102 -2.40395
H 5.35520 -2.52083 -4.32533
H 6.81702 -2.23148 -3.36371
H 5.54253 -3.30283 -2.74105
C 4.89377 -1.75970 0.08357
C 5.61564 -1.92472 1.42005
H 4.70674 -2.74109 -0.39192
H 3.92006 -1.23708 0.18773
H 5.04543 -2.57563 2.08581
H 6.59410 -2.38497 1.25375
H 5.77182 -0.96188 1.92154
C -0.89781 -2.23551 0.18256
C -1.17689 -3.65680 0.64328
H -1.50534 -1.51881 0.75781
H 0.13992 -1.93774 0.32913
H -2.22307 -3.72900 0.97249
H -1.01957 -4.36808 -0.17682
H -0.52341 -3.93576 1.48228
C 0.04638 -2.74337 -2.61891
C -0.31002 -2.97741 -4.09217
H 0.30834 -3.69839 -2.12853
H 0.93163 -2.09226 -2.53446
H -1.02663 -3.80210 -4.20277
H -0.75351 -2.08653 -4.56074
H 0.60078 -3.23715 -4.65189
C -2.87166 -2.60042 -2.11626
C -4.05698 -2.34211 -1.19163
H -2.83435 -3.67600 -2.33085
H -3.05443 -2.11412 -3.08771
H -4.68738 -1.52283 -1.55329
H -4.70107 -3.23022 -1.13970
H -3.76247 -2.11641 -0.16289
O -0.99995 1.37343 1.81664
C -1.13210 0.94647 3.01932
C 0.04806 0.61362 3.89835
C 0.22918 1.48042 5.15848
C -0.72532 1.15860 6.30460
C -2.20696 1.27955 5.96052
C -2.67603 0.31966 4.87871
N -2.36112 0.78154 3.51034
H -0.07376 -0.44606 4.18865
H 0.95390 0.68249 3.27804
H 1.25050 1.30488 5.52022
H 0.16000 2.55421 4.91873
H -0.51019 0.15008 6.68246
H -0.51116 1.83725 7.13785
H -2.78261 1.04622 6.85962
H -2.46022 2.30541 5.66377
H -2.20726 -0.66331 5.02976
H -3.76231 0.20007 4.92010
H -3.11705 0.79200 2.82934
*
```